No. 1
Here is a structure of composition C2H12MgO5 from the Open Molecules 2025 dataset. Energies are from ωB97M-V/def2-TZVPD.

Atoms and positions in Å:
Mg 0.52708 -0.12882 0.45997
C -2.45768 -1.33871 0.13268
O -1.03379 -1.38706 0.47432
H -2.48149 -1.41275 -0.95455
H -3.02743 -2.14266 0.59867
H -3.08536 -0.48356 0.38334
C 0.97809 0.99358 -2.59031
O 1.25033 0.58166 -1.26895
H 0.89145 2.06071 -2.79482
H 1.70979 0.57693 -3.28250
H 0.01322 0.54524 -2.82724
O 2.13032 -1.44530 0.65435
H 2.35549 -2.13165 1.28241
H 2.96972 -1.04897 0.42077
O -0.84686 1.58556 0.45689
H -1.60674 1.89088 0.95247
H -0.64965 2.30245 -0.14593
O 0.80486 0.14551 2.33763
H 0.13178 0.05943 3.01276
H 1.42686 0.77751 2.69806

Its charge is 0. The gap between HOMO and LUMO is 6.92 eV.



No. 2
Here is a cluster of 3 separate species, C2H12N2O2 in total from the Open Molecules 2025 dataset. Energies are from ωB97M-V/def2-TZVPD.

Atoms and positions in Å:
N 0.32470 -0.30458 -0.75557
C 0.10984 0.00858 0.65283
C -1.07147 0.97171 0.82919
N -0.92133 2.17513 0.01334
H 0.81561 0.45731 -1.21363
H -0.56275 -0.31174 -1.25617
H -0.11196 -0.89908 1.21469
H 1.05174 0.41667 1.01381
H -1.30290 1.21256 1.87723
H -1.97165 0.42437 0.53249
H -1.83295 2.58025 -0.15029
H -0.38917 2.85002 0.54337
O -0.32984 -4.89613 -3.96003
H -0.91652 -4.28387 -3.52831
H 0.35989 -4.37934 -4.36347
O 2.16874 1.69331 2.63777
H 2.96875 1.15091 2.70072
H 1.61128 1.13390 3.21202

The structure (SMILES) is NCCN.O.O. Its charge is 0. The gap between HOMO and LUMO is 9.80 eV.



No. 3
Here is a cluster of 4 separate species, C2H12N2O3 in total from the Open Molecules 2025 dataset. Energies are from ωB97M-V/def2-TZVPD.

Atoms and positions in Å:
H -0.35253 1.45813 2.55357
N 0.00779 0.50722 2.47820
C -0.85163 -0.09330 1.70382
N -1.53499 0.54422 0.71231
C -2.87359 0.13989 0.29267
H -1.33925 -0.99405 2.08642
H -1.02995 1.27852 0.23809
H -3.30975 0.94089 -0.30158
H -2.81102 -0.73876 -0.35265
H -3.47758 -0.01936 1.18297
O 3.96335 1.06212 -3.13731
H 4.47246 1.88048 -3.16889
H 3.62702 0.95151 -4.04310
O -0.67602 -3.21517 -0.12131
H -0.01642 -2.53015 -0.24598
H -0.66205 -3.50682 0.79360
O 2.54609 1.09410 -0.14460
H 2.34288 0.65276 -0.97921
H 1.97517 0.58776 0.45300

The structure (SMILES) is [H]/N=C\NC.O.O.O. Its charge is 0. The gap between HOMO and LUMO is 9.47 eV.



No. 4
Here is a cluster of 4 separate species, C2H12N2O3 in total from the Open Molecules 2025 dataset. Energies are from ωB97M-V/def2-TZVPD.

Atoms and positions in Å:
C 0.67019 -0.99723 0.63761
C -0.60360 -1.20679 1.14395
N -0.83262 -1.31640 2.45792
N 0.83634 -0.93980 -0.70603
H 1.56644 -0.86035 1.21914
H -1.41434 -1.61633 0.55506
H -1.78369 -1.14666 2.77976
H -0.19475 -0.81193 3.06443
H 0.08951 -1.40642 -1.23572
H 1.74900 -1.27440 -0.98662
H -2.07501 -1.46273 -3.19378
H -1.59356 -0.17551 -2.46293
O -1.88644 -1.08482 -2.32861
H 0.06376 1.18996 -1.14016
H 1.46567 1.51314 -1.02926
O 0.62980 1.96567 -1.22261
H 1.67855 2.87939 0.43413
H 0.37799 3.45496 0.82456
O 1.25674 3.29625 1.18916

Its charge is +1. The gap between HOMO and LUMO (spin up / spin down) is 10.19 / 7.30 eV. Its multiplicity is 2.



No. 5
Here is a cluster of 4 separate species, C2H12N2O4 in total from the Open Molecules 2025 dataset. Energies are from ωB97M-V/def2-TZVPD.

Atoms and positions in Å:
N 0.20700 -0.49804 -1.18977
C 0.50798 -0.41022 0.26328
C -0.15837 0.92486 0.60739
N -0.18684 1.98256 -0.25214
O -0.87594 0.93888 1.58662
H 0.22848 -1.49132 -1.48739
H -0.70746 -0.10421 -1.55764
H 0.13996 -1.30311 0.80515
H 1.50907 -0.27313 0.75580
H 0.51555 2.11979 -1.01062
H -0.60989 2.86237 0.04171
O 0.64883 -1.74370 3.47947
H 0.89267 -1.24749 4.26068
H 0.21701 -1.09928 2.91678
O -2.17086 -2.01424 -0.71362
H -2.32681 -1.32317 0.01136
H -2.90706 -2.03552 -1.28545
O 1.90624 1.88500 -2.30545
H 1.35212 1.83653 -3.02159
H 1.81833 0.99344 -1.90458

The structure (SMILES) is NCC(N)=O.O.O.O. Its charge is 0. The gap between HOMO and LUMO is 9.89 eV.



No. 6
Here is a cluster of 2 separate species, C2H12N3OSi in total from the Open Molecules 2025 dataset. Energies are from ωB97M-V/def2-TZVPD.

Atoms and positions in Å:
C 2.79570 -0.37239 -0.33328
C -1.27091 -0.76182 -0.17138
N -1.21792 -0.73885 -1.47718
N -2.42468 -0.81400 0.44816
N -0.70342 1.77263 0.18252
O 1.39002 -0.46239 -0.32865
Si 0.36532 -0.86573 0.84167
H 3.09388 0.15237 -1.24086
H 3.23673 -1.36941 -0.33013
H 3.15391 0.17483 0.53776
H -2.04108 -0.70351 -2.06466
H -0.31212 -0.69068 -1.91714
H -2.45722 -0.83542 1.45254
H -3.30839 -0.78353 -0.04456
H -0.84071 2.22200 1.08109
H 0.18664 2.09923 -0.17684
H -1.42075 2.12949 -0.43954
H 0.48921 -2.27099 1.24052
H 0.30401 0.01519 1.99559

Its charge is +1. The gap between HOMO and LUMO is 11.30 eV.



No. 7
Here is a structure of composition C2H12N3OSr from the Open Molecules 2025 dataset. Energies are from ωB97M-V/def2-TZVPD.

Atoms and positions in Å:
C 0.14971 0.88238 2.86192
Sr -0.62891 -1.83401 -0.97240
N 0.50200 -0.45119 -2.84389
H 1.51128 -1.51294 0.11089
H 0.67972 -1.16243 -3.54622
H 0.56682 1.73616 2.31761
H 0.93377 0.52997 3.55517
H -0.07839 0.09751 2.15943
H -0.74679 1.20311 3.42981
H 0.08389 0.32108 -3.36740
H 1.45663 -0.10784 -2.66486
N -4.18739 1.21746 -0.64725
C -3.44918 0.37470 0.08143
N -3.94636 0.05169 1.28442
O -2.35136 -0.13095 -0.36427
H -5.10372 1.53043 -0.39727
H -3.84385 1.41145 -1.58382
H -3.45246 -0.63679 1.83825
H -4.88118 0.35405 1.57664

Its charge is -1. The gap between HOMO and LUMO is 2.76 eV.



No. 8
Here is a cluster of 2 separate species, C2H12N4 in total from the Open Molecules 2025 dataset. Energies are from ωB97M-V/def2-TZVPD.

Atoms and positions in Å:
N 3.08498 0.55370 -1.18922
C 2.11557 1.64569 -0.86379
N 0.97684 1.27656 -0.04337
H 2.50652 -0.17926 -1.62576
H 3.27943 0.09865 -0.28318
H 2.67210 2.35325 -0.26595
H 1.77628 2.03197 -1.82379
H 0.46303 0.48141 -0.39360
H 1.20164 1.17600 0.93476
N -2.99291 -1.19873 -0.18554
C -2.15615 -0.60229 0.83788
N -1.09100 -1.45824 1.35290
H -3.61726 -1.86033 0.25136
H -2.44031 -1.67038 -0.89012
H -1.77368 0.37026 0.51084
H -2.81830 -0.37133 1.67699
H -0.17082 -1.17562 1.05054
H -1.08656 -1.56414 2.35756

The structure (SMILES) is NCN.NCN. Its charge is 0. The gap between HOMO and LUMO is 10.00 eV.



Results for relative energy (zero: lowest compared OMol25 entry of this formula, charge and spin): 19.7 80.0 176.5 20.5 195.1 0.0 0.0 23.3 (in kJ/mol, following the order of the records).
Results for DFT total energy: -17951.9216 -9343.3741 -11389.9195 -11383.5676 -13438.3949 -16659.1664 -9620.6354 -8228.5268 (in eV, following the order of the records).